Record 1
{
  "formula": "C41H40N4O2STe4V",
  "method": "ωB97M-V/def2-TZVPD",
  "elements": ["V", "C", "C", "N", "N", "C", "O", "C", "C", "C", "C", "C", "C", "C", "C", "C", "C", "C", "N", "H", "H", "H", "H", "H", "H", "H", "H", "H", "H", "H", "H", "C", "C", "C", "C", "C", "C", "C", "C", "S", "C", "N", "C", "C", "C", "C", "C", "C", "C", "C", "H", "H", "H", "H", "H", "H", "H", "H", "H", "H", "H", "H", "H", "H", "H", "H", "Te", "Te", "Te", "Te", "C", "C", "C", "C", "C", "C", "C", "O", "C", "C", "C", "H", "H", "H", "H", "H", "H", "H", "H", "H", "H", "H", "H"],
  "xyz": [[1.57320, 0.72393, -0.84217], [2.49625, -4.17027, -0.61729], [2.01556, -2.94460, 0.10231], [1.99760, -1.79639, -0.53470], [2.36567, -1.77386, -1.85407], [2.68805, -0.49054, -2.18994], [3.21936, 0.36441, -1.38703], [2.84709, -0.32901, -3.66455], [3.79460, 0.57666, -4.14667], [3.93625, 0.78094, -5.50761], [3.15134, 0.06648, -6.40456], [2.22066, -0.85265, -5.93794], [2.06327, -1.04414, -4.57686], [1.58788, -2.96990, 1.48269], [1.40852, -4.16045, 2.22261], [1.03586, -4.09814, 3.54326], [0.85994, -2.85830, 4.15309], [1.03627, -1.73910, 3.36271], [1.38054, -1.78008, 2.08896], [1.97880, -4.26160, -1.57407], [2.32318, -5.07337, -0.03665], [3.56844, -4.08843, -0.82408], [4.39466, 1.12530, -3.42628], [4.65538, 1.50630, -5.86966], [3.26673, 0.23684, -7.46718], [1.59625, -1.40312, -6.62888], [1.32384, -1.73932, -4.18665], [1.54187, -5.11616, 1.73617], [0.87512, -5.00961, 4.10706], [0.57927, -2.76315, 5.19243], [0.91048, -0.73572, 3.76857], [-8.31327, 1.82667, 0.95958], [-7.04928, 1.15779, 0.40394], [-6.69611, 1.82226, -0.94781], [-7.45304, -0.29998, 0.17947], [-5.83074, 1.35904, 1.29229], [-5.84158, 2.28816, 2.32926], [-4.68875, 2.67735, 2.97460], [-3.48553, 2.15905, 2.55005], [-1.90510, 2.62815, 3.04479], [-1.21106, 1.46406, 1.87780], [-2.11248, 0.77775, 1.22801], [-3.41402, 1.15580, 1.56171], [-4.61436, 0.73356, 0.97148], [0.22568, 1.51380, 1.70046], [0.90086, 2.63342, 2.23413], [2.21415, 2.90717, 1.92530], [3.00088, 1.93788, 1.31750], [2.43112, 0.74234, 0.95597], [1.02352, 0.61128, 0.91128], [-9.11870, 1.63468, 0.25271], [-8.20812, 2.90449, 1.08446], [-8.59318, 1.38334, 1.91661], [-7.24637, 1.32224, -1.75911], [-5.62952, 1.71882, -1.17533], [-6.94663, 2.88267, -0.92395], [-8.32009, -0.35477, -0.48075], [-7.68009, -0.77395, 1.13411], [-6.72031, -0.91248, -0.35590], [-6.77009, 2.73495, 2.65457], [-4.71179, 3.39829, 3.78180], [-4.62853, -0.08550, 0.25580], [0.32321, 3.35312, 2.80470], [2.66335, 3.85125, 2.21588], [4.06493, 2.10570, 1.16716], [3.10325, -0.09044, 0.76119], [-2.01853, -0.67281, -2.89178], [-6.02806, -2.44398, -5.27228], [-3.98371, -1.54794, -4.06698], [-0.07586, 0.11557, -1.81332], [-1.97003, 6.36522, -4.68283], [-1.27949, 5.19342, -4.04332], [-0.73828, 4.16758, -4.79821], [-0.04415, 3.10566, -4.22971], [0.33191, 1.93664, -5.09455], [0.17840, 3.10782, -2.84185], [1.09219, 2.11334, -2.17027], [1.78970, 2.45794, -1.11855], [-0.56199, 4.03220, -2.05161], [-0.75263, 3.73259, -0.60188], [-1.24828, 5.06981, -2.66175], [-2.09418, 6.20756, -5.75306], [-1.39388, 7.27976, -4.52347], [-2.95325, 6.50866, -4.23320], [-0.88306, 4.15908, -5.87228], [-0.11978, 2.02294, -6.08131], [-0.04508, 0.99697, -4.66144], [1.41311, 1.82136, -5.20330], [1.65810, 1.58231, -3.02450], [-0.67986, 2.63890, -0.49558], [-1.73621, 4.03362, -0.23995], [0.01487, 4.14379, 0.05140], [-1.78895, 5.77350, -2.03812]],
  "max_force_ev_per_a": 9.3,
  "homo_energy_ev": [-0.361, -0.309],
  "spin_multiplicity": 2,
  "relative_energy_ev": 8.614,
  "e_tot_ha": -4369.77763,
  "total_charge": -2,
  "s2": 0.82
}

***

Record 2
{
  "formula": "C3H6S2",
  "method": "ωB97M-V/def2-TZVPD",
  "elements": ["C", "C", "S", "C", "S", "H", "H", "H", "H", "H", "H"],
  "xyz": [[0.02322, 1.18579, 0.03588], [-0.15134, -0.26355, -0.44557], [-1.80822, -0.93847, -0.09361], [0.92546, -1.05078, -0.05221], [2.52296, -0.72207, -0.05613], [0.06570, 1.24760, 1.10177], [-0.78119, 1.80749, -0.37085], [0.92464, 1.68438, -0.30632], [-0.24334, -0.26122, -1.52452], [-2.01822, -0.73419, 1.22460], [0.54034, -1.95500, 0.48695]],
  "max_force_ev_per_a": 5.0,
  "homo_energy_ev": -8.938,
  "relative_energy_ev": 1.244,
  "smiles": "C[C@H](S)C=S",
  "e_tot_ha": -914.22996
}

***

Record 3
{
  "formula": "C5H13NO",
  "method": "ωB97M-V/def2-TZVPD",
  "elements": ["C", "N", "C", "C", "C", "C", "O", "H", "H", "H", "H", "H", "H", "H", "H", "H", "H", "H", "H", "H"],
  "xyz": [[-1.27361, 1.90661, 0.14545], [-1.23503, 0.46216, 0.31764], [0.03019, -0.13890, 0.68817], [-0.27025, -1.31171, 1.66373], [0.86125, -0.65903, -0.50463], [1.47178, 0.40482, -1.37478], [-0.10109, -1.43659, -1.31745], [-2.15920, 2.05782, -0.48445], [-0.44366, 2.43073, -0.33758], [-1.42068, 2.38362, 1.11981], [-1.58924, -0.08778, -0.45454], [0.68163, 0.55515, 1.23850], [-0.83399, -0.89584, 2.49708], [-0.90644, -2.04772, 1.17792], [0.67137, -1.70125, 2.06329], [1.55607, -1.41021, -0.13634], [2.03821, 1.15474, -0.83744], [0.67677, 0.83267, -1.99099], [1.99942, -0.18225, -2.14149], [0.24651, -2.31703, -1.33191]],
  "max_force_ev_per_a": 2.0,
  "homo_energy_ev": -8.426,
  "relative_energy_ev": 1.260,
  "smiles": "CN[C@@H](C)[C@H](C)O",
  "e_tot_ha": -328.27255
}

***

Record 4
{
  "formula": "C28H36N2O4",
  "method": "ωB97M-V/def2-TZVPD",
  "elements": ["C", "O", "C", "C", "C", "O", "C", "C", "C", "C", "C", "O", "O", "C", "C", "C", "C", "C", "N", "C", "C", "C", "C", "C", "C", "C", "C", "C", "C", "N", "C", "C", "C", "C", "H", "H", "H", "H", "H", "H", "H", "H", "H", "H", "H", "H", "H", "H", "H", "H", "H", "H", "H", "H", "H", "H", "H", "H", "H", "H", "H", "H", "H", "H", "H", "H", "H", "H", "H", "H"],
  "xyz": [[1.34237, 0.45464, 2.67815], [0.58411, 0.26967, 1.50934], [-0.71200, 0.65940, 1.47743], [-1.31372, 1.37748, 2.51539], [-2.63785, 1.76341, 2.43399], [-3.29819, 2.46252, 3.39211], [-2.60826, 2.83304, 4.56112], [-3.39075, 1.42637, 1.29010], [-4.76289, 1.78456, 1.12825], [-5.43117, 1.42920, 0.01357], [-4.78246, 0.67746, -1.04276], [-5.30397, 0.31196, -2.06755], [-3.46379, 0.35611, -0.85049], [-2.76930, 0.70295, 0.25804], [-1.43260, 0.31130, 0.32989], [-0.80202, -0.49269, -0.78578], [0.27972, 0.31612, -1.50826], [-0.32010, 1.57364, -2.15969], [0.57565, 2.47847, -2.83639], [1.16941, 2.04681, -4.08051], [2.54843, 1.38878, -3.93579], [3.48181, 2.31841, -3.16658], [2.87198, 2.66159, -1.80745], [3.75629, 3.63121, -1.03042], [1.47578, 3.27025, -2.03172], [-0.32247, -1.81032, -0.21450], [-1.27171, -2.68889, 0.29574], [-0.91933, -3.90224, 0.84705], [0.42180, -4.30044, 0.92209], [0.78897, -5.49205, 1.52080], [-0.22583, -6.48893, 1.76985], [2.14029, -5.97158, 1.35426], [1.37208, -3.41564, 0.40132], [1.00494, -2.20170, -0.14813], [0.87914, -0.03281, 3.54136], [1.50220, 1.51624, 2.89616], [2.30315, -0.01682, 2.47696], [-0.73377, 1.63306, 3.38548], [-2.25514, 1.95713, 5.11441], [-1.76259, 3.49097, 4.33742], [-3.33181, 3.37361, 5.16910], [-5.23706, 2.34214, 1.92153], [-6.46664, 1.67816, -0.15028], [-1.59422, -0.71253, -1.50927], [1.04738, 0.60656, -0.79348], [0.72595, -0.31570, -2.27750], [-1.07723, 1.26454, -2.88799], [-0.83154, 2.15622, -1.38540], [0.47551, 1.36812, -4.57965], [1.28390, 2.93889, -4.71167], [2.46031, 0.44090, -3.40285], [2.95346, 1.18093, -4.92828], [4.45993, 1.84929, -3.03314], [3.62628, 3.23987, -3.73707], [2.77454, 1.73806, -1.22826], [3.31835, 3.85697, -0.06013], [3.87127, 4.56417, -1.57876], [4.74442, 3.20397, -0.87142], [0.99577, 3.46848, -1.07048], [1.61021, 4.23254, -2.54584], [-2.31763, -2.41757, 0.25251], [-1.70437, -4.54060, 1.21766], [0.23626, -7.36963, 2.21092], [-0.74887, -6.79355, 0.85459], [-0.96068, -6.10841, 2.48142], [2.84627, -5.25986, 1.78553], [2.25474, -6.91386, 1.88623], [2.40383, -6.13381, 0.30113], [2.42026, -3.66660, 0.41626], [1.78317, -1.55990, -0.52965]],
  "max_force_ev_per_a": 1.1,
  "homo_energy_ev": -7.361,
  "relative_energy_ev": 0.321,
  "smiles": "COc1cc(OC)c2ccc(=O)oc2c1[C@@H](CCN1CCC[C@@H](C)C1)c1ccc(N(C)C)cc1",
  "e_tot_ha": -1499.00823
}

***

Record 5
{
  "formula": "C3H4N4S",
  "method": "ωB97M-V/def2-TZVPD",
  "elements": ["C", "C", "C", "H", "H", "H", "H", "N", "N", "N", "N", "S"],
  "xyz": [[-0.61616, -0.12142, -0.68011], [0.90839, 0.47536, 1.05787], [1.21556, -1.52324, 0.15208], [-3.45690, 2.33362, -0.21313], [-0.52874, -0.87750, -1.47018], [0.45678, 1.41776, 1.07046], [0.93960, -2.55667, -0.27840], [-1.38821, 0.83922, -0.41864], [0.40050, -0.46341, 0.28178], [2.17744, 0.04407, 1.40662], [2.36543, -1.10500, 0.78849], [-2.47370, 1.53721, -1.69685]],
  "max_force_ev_per_a": 5.1,
  "homo_energy_ev": -9.565,
  "relative_energy_ev": 4.109,
  "e_tot_ha": -733.75627
}

***

Record 6
{
  "formula": "C43H48BBr3N9O2RbS3",
  "method": "ωB97M-V/def2-TZVPD",
  "elements": ["Rb", "C", "C", "C", "C", "N", "N", "B", "N", "N", "C", "C", "C", "C", "C", "S", "C", "C", "C", "C", "N", "N", "C", "C", "C", "C", "C", "S", "C", "C", "C", "C", "C", "S", "C", "C", "C", "C", "H", "H", "H", "H", "H", "H", "H", "H", "H", "H", "H", "H", "H", "H", "H", "H", "H", "H", "H", "H", "H", "H", "H", "H", "H", "H", "H", "H", "H", "H", "H", "H", "H", "H", "H", "H", "H", "H", "H", "Br", "C", "C", "C", "N", "C", "C", "C", "C", "C", "Br", "C", "C", "N", "H", "H", "H", "H", "H", "H", "Br", "C", "C", "N", "C", "C", "C", "C", "O", "O", "H", "H", "H"],
  "xyz": [[0.44645, 1.38215, -3.26693], [-1.99947, -5.49762, -1.82764], [-1.99243, -4.50610, -0.71109], [-2.76338, -4.58105, 0.41437], [-2.72688, -3.57497, 1.41948], [-1.92329, -2.54417, 1.32215], [-1.16677, -2.50742, 0.24437], [-0.13342, -1.46552, -0.28314], [-0.72169, -0.03731, -0.18280], [-0.25772, 0.57364, 0.93245], [-0.74272, 1.71518, 1.29206], [-1.72708, 2.37014, 0.50744], [-2.27178, 1.74043, -0.55494], [-3.39094, 2.33332, -1.34632], [-1.79737, 0.41765, -0.89629], [-2.53979, -0.48402, -2.09925], [-0.26576, 2.23591, 2.64498], [-0.85206, 3.60784, 2.96964], [1.26012, 2.32953, 2.64838], [-0.72731, 1.22917, 3.70576], [1.20760, -1.56540, 0.44600], [1.10114, -2.04713, 1.69562], [2.16239, -2.14898, 2.43310], [3.43142, -1.74486, 1.94111], [3.55936, -1.29999, 0.66657], [4.88103, -0.91581, 0.09247], [2.36971, -1.20822, -0.15086], [2.45775, -0.72184, -1.76140], [1.94845, -2.78628, 3.80531], [0.79047, -2.08932, 4.52310], [3.20321, -2.69568, 4.67195], [1.58850, -4.26236, 3.58504], [-1.16579, -3.36874, -0.76500], [-0.04281, -2.67428, -1.87777], [-3.60125, -3.67128, 2.65800], [-3.15967, -4.89443, 3.47237], [-5.06814, -3.82811, 2.23438], [-3.46202, -2.41547, 3.51694], [-2.66529, -6.33018, -1.61143], [-0.99420, -5.88379, -2.00207], [-2.32355, -5.01564, -2.75137], [-3.43142, -5.42298, 0.54547], [-2.06255, 3.36011, 0.78152], [-3.58351, 3.35752, -1.02896], [-4.29664, 1.74128, -1.19884], [-3.17911, 2.29420, -2.41647], [-0.52092, 4.36532, 2.25650], [-0.51362, 3.91202, 3.96074], [-1.94317, 3.59351, 2.98567], [1.59670, 3.01496, 1.87276], [1.71213, 1.35127, 2.47045], [1.61303, 2.69879, 3.61333], [-1.81818, 1.17995, 3.74643], [-0.36141, 1.52657, 4.68995], [-0.35407, 0.23504, 3.46928], [4.30506, -1.79963, 2.57423], [5.67461, -1.05180, 0.82320], [4.86795, 0.12508, -0.23498], [5.08031, -1.50613, -0.80241], [1.04515, -1.05364, 4.75337], [0.57185, -2.60262, 5.46138], [-0.10333, -2.09192, 3.89967], [3.51845, -1.66016, 4.81279], [4.03622, -3.25721, 4.24640], [2.99084, -3.11706, 5.65530], [0.67105, -4.34465, 3.00071], [1.43893, -4.76087, 4.54417], [2.38415, -4.78367, 3.04920], [-3.25113, -5.81881, 2.89951], [-3.78264, -4.98984, 4.36254], [-2.12103, -4.79037, 3.79050], [-5.23726, -4.73711, 1.65633], [-5.39157, -2.97724, 1.63354], [-5.70118, -3.88043, 3.12074], [-2.43578, -2.27191, 3.85172], [-4.10441, -2.50862, 4.39360], [-3.75710, -1.52479, 2.96263], [1.48402, 6.84842, -4.93627], [0.23194, 5.46817, -4.69527], [-0.54852, 5.42033, -3.55935], [-1.41564, 4.34745, -3.42715], [-1.55148, 3.37433, -4.32263], [-0.79706, 3.44603, -5.42267], [0.11105, 4.47311, -5.64835], [-0.93697, 2.34969, -6.42526], [-1.07058, 2.69422, -7.76784], [-1.22331, 1.67470, -8.68739], [-1.42106, 2.07842, -10.51870], [-1.23887, 0.35994, -8.25708], [-1.09067, 0.12935, -6.89852], [-0.94099, 1.08962, -5.99106], [-0.47049, 6.16205, -2.77918], [-2.01817, 4.26142, -2.53200], [0.75088, 4.46458, -6.51938], [-1.07623, 3.73066, -8.07263], [-1.36112, -0.46193, -8.94616], [-1.09225, -0.88660, -6.52253], [5.18493, 1.92431, 2.45148], [4.82670, 2.87779, 0.84797], [5.75707, 3.79868, 0.38924], [5.56509, 4.50700, -0.71808], [4.43241, 4.31303, -1.39182], [3.43845, 3.43417, -0.98696], [3.65090, 2.68137, 0.15689], [2.14699, 3.26822, -1.76532], [2.20330, 3.44696, -3.00417], [1.13338, 2.92157, -1.10841], [6.67946, 3.96268, 0.93228], [4.28450, 4.88810, -2.29732], [2.89090, 1.97894, 0.46703]],
  "max_force_ev_per_a": 0.6,
  "homo_energy_ev": -7.721,
  "relative_energy_ev": 0.314,
  "e_tot_ha": -11276.37654
}